Entry 1:
The following is a quantum chemistry calculation of a cluster of 7 separate species, C61H136N5O4P2 in total, from the Open Molecules 2025 dataset.

```
208
Properties=species:S:1:pos:R:3:forces:R:3:mulliken_charge:R:1
P -0.502 -0.459 -0.114 1.8 0.1 -2.4 0.627
O -0.345 1.113 0.104 0.0 -0.6 -0.5 -0.772
O -1.580 -0.963 0.789 -2.5 -0.8 1.9 -0.723
O 0.832 -1.180 0.310 0.3 0.4 -0.2 -0.827
O -0.833 -0.868 -1.632 0.2 0.9 1.1 -0.870
C -6.180 -7.603 3.404 -0.4 -0.9 -0.4 -1.389
C -5.393 -6.471 3.962 1.5 -0.3 -0.5 -0.221
C -3.904 -6.899 4.125 0.4 0.4 0.0 -0.463
C -3.060 -5.748 4.655 0.9 -0.2 -0.3 -1.074
N -1.547 -6.033 4.610 1.2 -1.8 -1.2 0.250
C -1.119 -7.325 5.441 -1.3 1.1 -1.5 -0.623
C 0.253 -7.017 5.971 -0.6 -0.5 1.1 -0.485
C 0.563 -5.542 5.754 0.8 -0.5 -1.2 -0.779
C -0.749 -4.923 5.245 0.4 -0.4 0.4 -0.696
C -1.057 -6.261 3.089 -1.5 -0.4 1.5 -1.030
H -7.229 -7.335 3.278 -0.1 -0.3 0.6 0.388
H -5.980 -8.475 4.026 -0.7 -0.2 0.0 0.356
H -5.893 -7.880 2.390 0.5 0.1 0.0 0.329
H -5.773 -6.195 4.945 -0.1 0.4 -0.1 0.311
H -5.468 -5.682 3.213 0.2 0.6 0.5 0.319
H -3.413 -7.241 3.214 -0.6 0.2 -0.5 0.327
H -3.779 -7.776 4.760 -0.4 0.0 0.4 0.425
H -3.311 -5.501 5.687 0.2 0.0 0.1 0.385
H -3.184 -4.855 4.043 -0.1 0.1 0.0 0.424
H -1.060 -8.169 4.755 -0.4 0.2 0.0 0.293
H -1.952 -7.486 6.125 0.4 0.0 0.3 0.412
H 0.897 -7.736 5.464 0.6 0.4 0.5 0.335
H 0.198 -7.171 7.048 0.5 -0.5 -0.1 0.304
H 1.365 -5.484 5.018 -0.2 0.2 -0.4 0.274
H 1.071 -5.112 6.618 -0.8 0.3 0.2 0.428
H -0.568 -4.162 4.486 -0.4 0.3 0.4 0.543
H -1.341 -4.650 6.119 0.0 0.7 -0.3 0.447
H 0.027 -6.265 2.980 -0.2 0.8 0.3 0.358
H -1.668 -5.577 2.500 0.8 0.4 -0.1 0.417
H -1.359 -7.264 2.790 -0.2 0.0 0.3 0.407
C 4.857 9.417 3.952 1.5 0.8 0.1 -1.270
C 4.090 8.144 4.129 -1.5 -0.7 -0.1 -0.395
C 4.768 6.867 3.645 -0.7 -1.3 -0.7 -0.571
C 3.816 5.579 3.907 1.8 1.8 0.1 -1.470
N 4.560 4.258 3.747 -0.2 0.0 0.0 0.786
C 3.659 3.196 4.338 -2.2 0.0 -1.9 -0.805
C 4.397 2.344 5.266 0.8 -0.4 1.7 -0.462
C 5.852 2.794 5.147 0.7 -1.2 -1.3 -0.885
C 5.872 4.159 4.524 -1.5 1.3 2.3 -0.737
C 4.808 3.959 2.309 -0.5 0.0 0.4 -1.248
H 5.909 9.148 4.045 0.3 0.3 0.2 0.326
H 4.674 10.204 4.684 -0.2 -0.4 0.4 0.346
H 4.814 9.991 3.026 -0.5 -0.7 -0.5 0.321
H 3.145 8.163 3.587 -0.2 0.3 -0.3 0.294
H 3.717 8.026 5.146 0.5 0.0 0.4 0.348
H 5.792 6.674 3.964 -0.2 0.1 1.1 0.478
H 5.005 6.995 2.589 -0.7 -0.2 -0.5 0.349
H 2.886 5.563 3.340 0.4 -0.1 -0.7 0.733
H 3.427 5.624 4.924 0.6 -0.1 0.3 0.467
H 3.243 2.561 3.556 0.5 0.2 -0.7 0.371
H 2.710 3.642 4.636 0.4 0.3 0.8 0.380
H 4.222 1.301 5.002 0.3 0.0 0.2 0.362
H 4.080 2.473 6.301 -0.1 0.0 0.0 0.337
H 6.367 2.238 4.364 0.1 -1.0 0.5 0.336
H 6.394 2.704 6.088 0.1 0.2 -0.3 0.433
H 6.811 4.413 4.032 -0.6 0.0 -0.6 0.334
H 5.694 4.867 5.334 0.4 0.4 0.0 0.477
H 5.080 2.907 2.224 0.3 0.2 0.0 0.490
H 5.599 4.642 2.000 -0.3 -0.2 -0.5 0.329
H 3.823 4.069 1.856 0.4 0.2 -0.6 0.428
C -4.099 8.165 5.310 0.6 0.0 -1.3 -1.324
C -3.294 6.940 5.745 0.3 0.2 1.3 -0.735
C -3.919 5.605 5.403 1.3 -1.6 -0.7 -0.349
C -2.951 4.366 5.505 -1.2 -0.6 0.9 -1.188
N -3.767 3.013 5.659 0.7 -1.0 -0.1 0.744
C -4.515 2.897 6.988 0.2 0.0 -0.6 -0.569
C -5.573 1.858 6.789 -0.1 -2.6 0.8 -0.729
C -6.008 1.857 5.342 1.3 0.7 -1.1 -0.549
C -4.868 2.721 4.639 0.0 1.1 -0.5 -0.794
C -2.703 1.859 5.579 -1.4 0.5 0.1 -1.308
H -3.517 9.079 5.422 -0.1 0.0 0.5 0.376
H -5.114 8.302 5.684 0.2 -0.3 0.5 0.338
H -4.214 8.110 4.227 -0.2 -0.1 -0.2 0.353
H -3.080 7.006 6.812 -0.5 -0.2 0.4 0.408
H -2.258 6.949 5.406 -0.1 0.3 -0.8 0.423
H -4.097 5.579 4.328 -0.8 0.4 0.0 0.410
H -4.816 5.363 5.972 -0.1 0.4 -0.2 0.249
H -2.297 4.312 6.375 -0.2 0.4 0.3 0.306
H -2.280 4.238 4.655 -0.4 0.0 -0.2 0.619
H -3.795 2.618 7.757 -0.2 0.6 0.2 0.410
H -5.125 3.787 7.142 1.0 0.5 0.3 0.315
H -5.262 0.835 7.000 0.9 0.0 0.1 0.288
H -6.345 1.907 7.557 -0.3 0.8 -0.3 0.491
H -5.893 0.890 4.851 -0.3 -0.2 0.5 0.335
H -7.060 2.133 5.270 0.3 0.7 -0.6 0.355
H -4.349 2.266 3.795 -0.3 -0.5 0.1 0.473
H -5.120 3.704 4.243 -0.7 -0.1 0.3 0.243
H -2.097 1.884 4.674 0.2 0.9 0.2 0.478
H -3.216 0.911 5.417 -0.3 0.0 0.7 0.341
H -2.182 1.918 6.535 0.3 -0.3 -0.4 0.419
C -3.878 -2.263 -7.785 0.8 0.5 0.7 -1.226
C -5.342 -2.485 -7.480 -0.5 -0.4 -0.6 -0.584
C -5.561 -3.209 -6.174 -1.3 -1.7 0.9 -0.648
C -5.666 -2.323 -4.934 1.0 0.0 1.0 -0.695
N -5.891 -3.051 -3.537 -1.2 -0.9 0.5 0.260
C -5.864 -2.075 -2.359 1.0 1.4 0.0 -0.796
C -7.275 -1.444 -2.252 1.6 -1.3 -0.1 -0.436
C -8.088 -2.712 -2.326 -0.5 -0.6 -1.7 -0.604
C -7.331 -3.593 -3.388 -0.8 0.0 -0.3 -0.518
C -4.918 -4.218 -3.330 0.3 1.8 -0.8 -1.130
H -3.726 -1.446 -8.490 0.2 -0.1 0.1 0.331
H -3.393 -3.164 -8.162 -0.4 -0.1 -0.4 0.343
H -3.309 -2.110 -6.869 0.1 0.7 0.1 0.342
H -5.631 -3.093 -8.337 -0.8 -0.3 0.3 0.293
H -6.014 -1.627 -7.499 0.4 0.4 -0.2 0.406
H -4.848 -4.032 -6.120 0.7 0.4 0.5 0.339
H -6.467 -3.813 -6.134 -0.6 0.2 -0.7 0.499
H -6.460 -1.576 -4.960 -0.2 -0.3 -0.4 0.287
H -4.739 -1.754 -4.873 0.1 0.0 0.7 0.429
H -5.596 -2.585 -1.434 -0.2 -0.4 -0.2 0.383
H -5.043 -1.373 -2.509 0.0 0.1 -0.2 0.452
H -7.427 -0.884 -1.330 0.2 0.1 -0.3 0.390
H -7.423 -0.850 -3.154 -0.3 0.3 0.3 0.249
H -8.187 -3.317 -1.425 0.1 0.5 0.2 0.301
H -9.075 -2.442 -2.703 -0.2 -0.5 0.1 0.347
H -7.351 -4.646 -3.104 0.6 0.1 0.3 0.403
H -7.805 -3.635 -4.368 0.0 0.6 -0.1 0.292
H -5.186 -4.998 -4.043 0.1 0.0 0.3 0.439
H -4.858 -4.530 -2.288 -0.5 0.0 -0.2 0.357
H -3.974 -3.738 -3.586 0.4 -0.6 0.0 0.470
C 1.721 8.836 -2.482 -1.4 0.5 -0.8 -1.314
C 0.735 7.719 -2.151 0.1 0.5 1.7 -0.747
C -0.239 7.252 -3.192 -0.7 -1.5 0.1 -0.064
C -1.373 6.419 -2.477 -1.0 -1.0 -1.2 -1.303
N -2.189 5.502 -3.460 0.6 -0.7 -0.4 0.275
C -1.225 4.460 -4.155 -1.2 -2.3 -0.1 -0.748
C -1.122 4.666 -5.720 -0.2 1.6 3.5 -0.471
C -1.785 6.046 -5.771 0.1 0.7 -2.4 -0.537
C -2.836 6.159 -4.698 0.5 0.4 0.5 -0.686
C -3.361 4.918 -2.601 1.8 0.2 0.1 -1.178
H 2.527 8.495 -3.131 0.2 0.1 0.4 0.335
H 1.996 9.451 -1.625 0.6 -0.7 0.2 0.370
H 1.158 9.571 -3.057 0.0 0.1 -0.4 0.341
H 0.087 8.005 -1.323 0.3 0.5 0.4 0.373
H 1.289 6.874 -1.741 -0.1 -0.3 -0.2 0.398
H 0.342 6.631 -3.874 -0.4 -0.4 -0.2 0.215
H -0.697 8.002 -3.836 0.1 0.4 0.4 0.400
H -2.158 6.879 -1.876 0.0 1.6 -0.8 0.476
H -1.183 5.726 -1.658 1.7 -0.5 -0.5 0.570
H -1.775 3.544 -3.939 0.3 -0.3 -0.1 0.434
H -0.234 4.269 -3.742 -0.3 0.9 0.8 0.390
H -1.723 3.925 -6.247 0.5 0.1 -0.1 0.341
H -0.057 4.744 -5.940 -0.3 -0.4 -0.6 0.294
H -2.051 6.077 -6.828 -1.4 0.4 0.1 0.434
H -1.193 6.962 -5.776 0.9 -0.5 0.6 0.273
H -3.764 5.643 -4.945 0.1 -0.1 0.3 0.411
H -3.039 7.189 -4.406 -0.2 0.0 -0.2 0.323
H -2.992 4.341 -1.754 0.6 0.0 -0.1 0.495
H -3.992 4.217 -3.147 -0.1 0.7 -0.3 0.380
H -3.778 5.829 -2.172 -0.8 -0.4 -0.4 0.451
C 1.738 -6.422 -4.781 1.2 -0.9 1.6 -0.950
C 2.284 -6.618 -3.293 -0.2 1.5 -1.3 -0.880
C 3.547 -5.797 -3.047 0.5 0.2 1.7 -0.421
C 3.339 -4.284 -3.138 -1.6 0.3 0.6 -1.169
P 4.722 -3.095 -3.061 2.3 -1.8 -2.6 0.486
C 5.696 -3.810 -4.520 -1.2 1.3 0.1 -1.457
C 4.885 -3.685 -5.867 1.2 -0.8 0.5 -0.290
C 5.620 -4.497 -6.952 0.0 0.5 -1.5 -0.980
C 5.254 -5.992 -7.173 0.0 -0.2 0.2 -0.959
C 5.915 -3.184 -1.629 -2.0 1.4 -1.1 -0.748
C 6.580 -4.475 -1.311 0.6 -1.2 1.0 -0.250
C 7.537 -4.434 -0.044 -0.3 -1.0 0.0 -0.792
C 6.789 -4.572 1.336 0.0 0.8 -1.3 -1.117
C 4.395 -1.328 -3.492 -0.7 0.2 0.6 -1.029
C 5.565 -0.382 -3.797 0.5 -1.1 -0.9 -0.374
C 5.179 1.050 -4.160 -0.3 0.5 0.8 -0.531
C 6.232 2.083 -3.705 -0.6 -1.3 1.0 -1.278
H 1.004 -7.223 -4.869 -0.2 0.5 -0.8 0.404
H 2.573 -6.529 -5.474 0.1 -0.9 0.0 0.096
H 1.445 -5.415 -5.078 -0.9 -0.1 0.7 0.337
H 2.474 -7.641 -2.970 0.2 -0.2 -0.8 0.486
H 1.559 -6.317 -2.536 -0.4 0.4 -0.3 0.375
H 4.425 -6.135 -3.598 -0.1 -0.3 0.1 0.354
H 3.628 -5.895 -1.964 1.2 -0.7 0.1 0.298
H 2.677 -4.065 -2.300 -0.3 0.4 -0.1 0.778
H 2.733 -4.183 -4.038 0.3 1.1 -0.1 0.478
H 6.001 -4.840 -4.334 -0.1 0.1 0.2 0.661
H 6.583 -3.179 -4.572 0.2 -0.2 -0.2 0.772
H 4.849 -2.625 -6.119 -0.2 -0.1 -0.2 0.355
H 3.872 -4.074 -5.761 0.0 0.1 0.0 0.220
H 6.680 -4.242 -6.921 0.4 -0.9 0.9 0.472
H 5.527 -4.047 -7.941 -1.0 0.4 -0.1 0.464
H 4.439 -6.350 -6.544 0.2 0.1 0.6 0.067
H 6.090 -6.688 -7.103 0.1 0.1 0.4 0.290
H 4.844 -6.225 -8.155 0.1 0.6 -0.3 0.379
H 5.170 -2.843 -0.910 0.6 0.1 1.0 0.480
H 6.569 -2.351 -1.888 0.2 0.0 0.3 0.367
H 7.164 -4.867 -2.143 0.0 0.3 -0.2 0.307
H 5.766 -5.189 -1.185 0.2 -0.4 0.4 0.077
H 8.206 -3.589 -0.203 -0.4 0.6 0.7 0.391
H 8.285 -5.226 -0.078 -0.3 -0.5 -0.5 0.388
H 6.182 -5.476 1.397 -0.2 0.0 -0.6 0.273
H 6.140 -3.696 1.346 -0.3 -0.1 0.7 0.289
H 7.380 -4.658 2.248 0.5 0.6 -0.3 0.380
H 3.908 -0.851 -2.641 -0.6 -0.4 0.2 0.750
H 3.671 -1.357 -4.307 -0.1 0.0 0.0 0.547
H 6.026 -0.683 -4.737 0.7 -0.7 0.3 0.140
H 6.265 -0.485 -2.968 0.3 0.5 -0.1 0.249
H 4.288 1.366 -3.616 -0.4 -0.3 -0.2 0.347
H 4.980 1.026 -5.231 -0.1 0.5 0.0 0.398
H 7.235 1.866 -4.075 -0.1 0.7 -0.4 0.329
H 6.289 1.878 -2.636 0.3 0.0 0.3 0.331
H 5.823 3.093 -3.695 0.6 0.1 -0.9 0.383
```
Positions in Å, forces in eV/Å.

Computed properties:
- calculated total energy (hartree) = -3661.910459
- energy above the lowest of the compared OMol25 structures with the same formula, charge and spin (kcal/mol) = 404.4
- Kohn-Sham gap (eV) = 2.15
- total charge = +3

=====

Entry 2:
The following is a quantum chemistry calculation of a structure of composition C24H18F5LaO2, from the Open Molecules 2025 dataset.

```
50
Properties=species:S:1:pos:R:3:forces:R:3:mulliken_charge:R:1
C 0.538 -1.716 2.240 -0.4 -0.2 -0.1 0.289
C -0.782 -1.998 1.774 0.2 0.2 0.5 -0.338
C -0.680 -2.435 0.437 -0.3 -0.4 -0.3 -1.132
H -1.696 -1.870 2.364 0.5 -0.1 -0.2 0.514
C 0.682 -2.406 0.056 0.3 -0.3 -0.6 -0.631
C 1.430 -1.944 1.172 0.1 0.1 0.3 -1.171
H 2.505 -1.788 1.273 -0.3 -0.2 -0.3 0.463
H 0.844 -1.455 3.259 -0.4 0.1 -0.6 0.452
H -1.554 -2.568 -0.209 0.4 -0.4 0.1 0.563
H 1.089 -2.539 -0.951 -0.2 -0.3 0.3 0.589
C -0.859 2.476 0.967 -0.4 0.2 -0.2 -1.371
C -0.544 1.903 2.208 0.1 0.1 0.2 0.160
C 0.858 1.676 2.251 -0.3 0.0 0.2 0.096
H -1.258 1.719 3.004 0.4 -0.2 -0.3 0.528
C 1.409 2.132 1.038 0.0 0.0 -0.4 -1.187
C 0.336 2.639 0.241 0.6 0.4 -1.1 -0.627
H 0.423 2.909 -0.821 0.0 0.3 0.5 0.608
H -1.894 2.611 0.634 0.5 0.4 0.0 0.509
H 1.429 1.296 3.101 -0.4 0.1 -0.4 0.455
H 2.476 2.083 0.791 -0.5 0.2 0.0 0.485
La -0.113 0.075 0.099 0.3 0.4 1.2 1.632
O -0.230 -0.074 -3.096 -0.2 -1.0 -2.0 -0.382
C -1.327 -0.819 -3.703 1.2 -0.1 -0.6 -0.402
C -0.015 -0.848 -4.470 -1.6 -0.5 2.8 -0.247
H -1.612 -1.725 -3.125 0.0 0.7 -0.5 0.304
H -2.140 -0.222 -4.175 0.6 -0.4 0.7 0.275
H 0.562 -1.778 -4.324 -0.1 0.8 0.0 0.441
H 0.885 -1.839 -6.791 0.1 0.1 -0.1 0.334
C 0.642 -0.784 -6.878 -0.2 -0.1 1.2 -0.501
C 0.168 -0.115 -5.725 0.0 1.3 -1.0 0.590
C -0.193 1.246 -5.850 0.3 -0.8 -0.1 -0.381
H -0.570 1.783 -4.985 0.1 0.0 -0.1 0.367
C -0.039 1.894 -7.073 0.0 0.0 -0.1 -0.525
H -0.295 2.949 -7.141 0.0 -0.2 0.0 0.367
C 0.441 1.219 -8.198 -0.1 -0.1 0.4 -0.443
H 0.552 1.746 -9.147 0.0 -0.2 0.3 0.371
C 0.774 -0.134 -8.086 -0.1 0.6 -0.3 -0.498
H 1.140 -0.663 -8.958 0.0 -0.1 0.1 0.377
F 0.435 -0.294 9.025 0.0 -0.1 0.1 -0.340
C 0.097 -0.271 7.716 0.2 0.5 0.1 0.638
C 0.330 0.915 6.988 -0.5 -1.1 -0.1 -0.144
F 0.870 2.009 7.568 -0.2 -0.6 -0.1 -0.305
C -0.045 0.944 5.656 0.0 -0.6 0.7 0.205
F 0.143 2.098 4.973 -0.2 -0.1 0.0 -0.366
C -0.702 -0.166 5.032 -0.2 -0.1 0.2 0.387
O -1.201 -0.095 3.874 -0.2 -0.1 -0.5 -0.649
C -0.816 -1.381 5.790 0.6 1.1 0.5 0.317
F -1.350 -2.453 5.179 -0.1 0.0 0.1 -0.346
C -0.463 -1.415 7.128 0.1 0.3 -0.2 -0.022
F -0.680 -2.528 7.868 0.2 0.5 -0.2 -0.306
```
Positions in Å, forces in eV/Å.

Computed properties:
- calculated total energy (hartree) = -1606.596425
- energy above the lowest of the compared OMol25 structures with the same formula, charge and spin (kcal/mol) = 0.0
- Kohn-Sham gap (eV) = 4.97
- total charge = 0

=====

Entry 3:
The following is a quantum chemistry calculation of the molecule C2H5ClOS, from the Open Molecules 2025 dataset.

```
10
Properties=species:S:1:pos:R:3:forces:R:3:mulliken_charge:R:1
C -0.353 1.225 0.240 0.3 -1.2 0.2 -0.724
C 0.548 0.030 0.551 -0.4 -2.5 0.6 -0.649
O -0.282 -2.788 -0.076 0.7 -0.1 0.2 -0.450
S -0.589 -1.411 -0.395 0.1 1.6 0.5 0.502
Cl 0.209 -0.873 -2.324 0.0 -0.3 0.4 -0.239
H -0.572 1.114 -0.843 0.1 0.7 0.6 0.244
H -1.252 0.949 0.787 -0.5 0.9 0.0 0.281
H 0.047 2.217 0.508 -0.2 -0.6 -0.1 0.310
H 0.844 -0.379 1.615 -1.2 1.1 -1.9 0.321
H 1.399 -0.085 -0.063 1.1 0.3 -0.5 0.403
```
Positions in Å, forces in eV/Å.

Computed properties:
- calculated total energy (hartree) = -1012.767614
- energy above the lowest of the compared OMol25 structures with the same formula, charge and spin (kcal/mol) = 25.7
- Kohn-Sham gap (eV) = 9.46
- total charge = 0

=====

Entry 4:
The following is a quantum chemistry calculation of a cluster of 3 separate species, C4H14NO2 in total, from the Open Molecules 2025 dataset.

```
21
Properties=species:S:1:pos:R:3:forces:R:3:mulliken_charge:R:1
C -0.216 -1.331 2.126 0.4 -1.1 -1.9 -1.018
C 0.826 -0.918 1.004 1.4 -1.2 0.6 -0.495
C 0.626 0.466 0.412 0.6 0.0 0.2 0.425
C 1.502 1.485 0.488 -0.4 0.2 0.5 -0.928
N -0.608 0.452 -0.556 10.0 3.8 -2.3 -0.107
H 0.237 -1.208 3.066 0.4 0.7 1.3 0.361
H -1.124 -0.746 2.035 -0.2 0.0 0.2 0.317
H -0.473 -2.422 2.121 0.1 0.9 -0.5 0.260
H 1.887 -0.904 1.420 -1.4 0.1 -0.1 0.361
H 0.996 -1.765 0.221 -0.9 1.6 0.8 0.301
H 2.305 1.582 1.219 -0.1 -1.4 0.1 0.308
H 1.609 2.435 -0.027 -1.3 -0.3 -0.4 0.233
H -0.641 1.375 -0.963 -0.5 0.4 -0.2 0.328
H -1.341 0.131 -0.166 -6.9 -3.4 3.3 0.262
H -0.139 -0.119 -1.244 -1.2 -0.6 -0.7 0.388
H 1.600 0.941 -2.540 -1.7 2.5 0.8 0.330
H 1.287 2.552 -2.642 -0.7 -2.3 0.9 0.320
O 0.963 1.691 -2.190 2.6 0.0 -2.6 -0.654
H -2.630 -2.584 -0.346 0.6 1.7 -0.5 0.330
H -3.424 -1.284 -0.317 1.7 -0.4 -0.7 0.341
O -2.503 -1.610 -0.575 -2.4 -1.2 1.2 -0.663
```
Positions in Å, forces in eV/Å.

Computed properties:
- calculated total energy (hartree) = -365.717347
- energy above the lowest of the compared OMol25 structures with the same formula, charge and spin (kcal/mol) = 71.1
- Kohn-Sham gap (eV) = 10.96
- total charge = +1